[1]
{"formula": "C2H4BFO", "method": "ωB97M-V with the def2-TZVPD basis set", "lumo_energy_ev": -0.53, "orbital_gap_ev": 8.83, "charge": 0, "species": ["B", "C", "C", "O", "F", "H", "H", "H", "H"], "positions_angstrom": [[-1.015, -0.179, 0.221], [3.673, -0.362, 0.004], [2.694, 0.481, 0.122], [4.553, -1.154, 0.056], [2.947, 1.789, -0.106], [-1.609, 0.560, 0.928], [-1.518, -0.375, -0.766], [0.061, -0.465, 0.335], [1.643, 0.190, 0.309]], "forces_ev_per_angstrom": [[-1.1, 1.6, 0.4], [2.4, -2.5, 0.7], [-1.6, 0.5, 0.0], [-1.6, 1.5, -0.4], [-0.1, 0.4, 0.0], [0.1, -0.2, 0.5], [-0.8, -0.7, -1.5], [1.5, -0.8, 0.6], [1.2, 0.2, -0.2]]}

***

[2]
{"formula": "C19H45NO12P2S", "method": "ωB97M-V with the def2-TZVPD basis set", "lumo_energy_ev": -1.71, "orbital_gap_ev": 7.54, "charge": 0, "species": ["N", "C", "C", "C", "C", "C", "C", "C", "O", "S", "O", "O", "O", "H", "H", "H", "H", "H", "H", "H", "H", "H", "H", "H", "H", "H", "H", "H", "O", "P", "O", "C", "C", "O", "C", "C", "O", "C", "C", "H", "H", "H", "H", "H", "H", "H", "H", "H", "H", "H", "H", "H", "H", "H", "O", "P", "O", "C", "C", "O", "C", "C", "O", "C", "C", "H", "H", "H", "H", "H", "H", "H", "H", "H", "H", "H", "H", "H", "H", "H"], "positions_angstrom": [[-2.918, 1.839, 2.641], [-1.779, 0.810, 2.811], [-1.718, -0.026, 1.403], [-0.603, -1.226, 1.351], [-0.889, -2.355, 0.197], [-1.243, -1.761, -1.288], [-0.053, -1.926, -2.406], [-0.653, -1.010, -3.668], [0.453, -0.357, -4.444], [1.455, 0.146, -3.134], [2.826, 0.420, -3.798], [0.757, 1.441, -2.626], [1.257, -1.265, -2.171], [-3.821, 1.315, 2.487], [-2.734, 2.405, 1.759], [-2.108, 0.079, 3.664], [-0.771, 1.377, 3.009], [-1.450, 0.715, 0.507], [-2.767, -0.496, 1.123], [-0.653, -1.802, 2.396], [0.523, -0.838, 1.283], [-0.012, -3.147, 0.152], [-1.844, -2.967, 0.560], [-1.589, -0.644, -1.313], [-2.168, -2.400, -1.689], [-0.004, -2.988, -2.896], [-1.304, -0.065, -3.395], [-1.366, -1.613, -4.403], [3.749, -3.922, -8.001], [3.189, -4.715, -6.795], [1.808, -5.196, -7.572], [1.911, -6.153, -8.611], [2.269, -7.525, -8.073], [2.537, -3.395, -6.018], [3.035, -2.089, -6.265], [2.248, -1.413, -7.378], [2.564, -5.602, -5.447], [3.460, -6.513, -4.832], [4.800, -5.889, -4.495], [2.639, -5.827, -9.360], [0.934, -6.203, -9.101], [3.304, -7.541, -7.723], [2.165, -8.285, -8.852], [1.629, -7.793, -7.225], [4.107, -2.115, -6.484], [2.918, -1.513, -5.341], [2.171, -2.037, -8.272], [2.712, -0.461, -7.653], [1.222, -1.216, -7.048], [3.595, -7.383, -5.479], [2.982, -6.863, -3.911], [5.345, -5.612, -5.402], [5.421, -6.593, -3.933], [4.669, -4.977, -3.903], [-3.418, 4.366, 7.255], [-2.266, 5.400, 7.227], [-1.500, 4.722, 5.924], [-2.106, 4.829, 4.649], [-2.062, 6.253, 4.128], [-1.353, 4.662, 8.407], [-1.960, 3.803, 9.362], [-1.922, 2.358, 8.887], [-0.979, 6.556, 7.196], [-1.366, 7.920, 7.239], [-2.340, 8.224, 8.362], [-3.134, 4.458, 4.683], [-1.543, 4.181, 3.970], [-2.745, 6.889, 4.694], [-2.362, 6.289, 3.077], [-1.057, 6.676, 4.227], [-2.979, 4.129, 9.588], [-1.388, 3.890, 10.292], [-2.312, 2.242, 7.872], [-2.499, 1.717, 9.560], [-0.888, 1.995, 8.866], [-1.792, 8.207, 6.275], [-0.455, 8.509, 7.382], [-3.298, 7.720, 8.199], [-2.532, 9.299, 8.422], [-1.949, 7.876, 9.323]], "forces_ev_per_angstrom": [[0.6, -0.7, -0.8], [-1.1, -0.3, -1.5], [1.0, -0.3, -1.0], [0.4, -0.6, 0.9], [-0.7, -0.2, 0.5], [0.3, -0.7, -0.1], [-2.8, 1.8, -2.6], [-1.9, 0.8, -1.3], [0.6, -1.3, 3.7], [0.1, 4.8, -3.6], [-4.8, -2.1, 3.3], [2.5, -5.4, -0.7], [-0.4, 1.1, -0.9], [1.5, 0.8, 0.1], [-0.3, -1.1, 1.5], [1.0, 1.5, -1.4], [-2.0, -1.3, -0.2], [-0.7, -1.4, 2.0], [2.0, 1.0, 0.8], [0.1, 1.2, -2.2], [-2.6, -0.6, 0.0], [-1.7, 1.8, 0.0], [2.0, 1.3, -0.8], [0.8, -2.1, 0.4], [2.1, 1.4, 0.5], [0.8, 1.9, 1.5], [1.2, -2.1, 0.3], [2.1, 1.0, 1.4], [2.9, -3.0, 1.9], [-8.1, 5.5, -1.6], [0.4, -0.7, -0.3], [-0.3, -0.1, -0.2], [0.0, -0.1, 0.0], [1.2, -1.0, 0.6], [0.0, 0.7, -0.3], [-0.2, 0.0, 0.0], [3.5, -0.7, -0.7], [0.1, -0.4, 0.6], [-0.1, 0.1, 0.2], [0.0, 0.0, 0.0], [0.1, 0.2, 0.1], [0.1, -0.1, 0.0], [0.1, 0.0, 0.1], [0.0, 0.1, -0.2], [-0.2, 0.0, -0.1], [0.0, -0.2, -0.1], [0.2, 0.0, 0.1], [-0.1, -0.1, 0.1], [0.2, 0.0, 0.0], [0.0, -0.1, 0.1], [-0.1, 0.1, -0.1], [0.1, 0.0, -0.1], [0.0, 0.1, -0.1], [0.0, -0.1, 0.0], [-1.3, 4.4, 0.1], [5.8, -8.0, -0.2], [-0.5, 0.5, -0.3], [0.1, -0.1, -0.4], [0.1, 0.1, -0.1], [-0.7, 1.4, 0.3], [-0.2, -0.5, 0.1], [0.2, -0.2, -0.1], [-3.4, 1.5, 0.3], [0.3, 0.7, 0.1], [0.2, 0.0, 0.2], [0.1, -0.1, 0.0], [-0.1, 0.0, 0.2], [-0.1, 0.1, 0.0], [0.0, 0.0, 0.1], [-0.1, -0.1, -0.1], [0.1, -0.1, -0.2], [0.1, 0.1, -0.2], [-0.1, 0.2, 0.2], [0.1, 0.0, 0.0], [-0.1, 0.1, 0.1], [0.0, 0.1, 0.0], [0.0, -0.2, -0.1], [-0.1, 0.0, -0.1], [0.0, -0.1, 0.0], [0.0, 0.1, -0.1]]}

***

[3]
{"formula": "C5H15N3O", "method": "ωB97M-V with the def2-TZVPD basis set", "lumo_energy_ev": [0.68, 0.56], "orbital_gap_ev": [7.29, 7.04], "charge": 0, "species": ["C", "C", "C", "C", "O", "H", "H", "H", "H", "H", "H", "H", "H", "H", "H", "C", "N", "N", "N", "H", "H", "H", "H", "H"], "positions_angstrom": [[-0.066, -0.123, 0.801], [2.093, 0.281, -1.547], [0.830, 0.333, 1.918], [1.331, -0.455, -2.634], [0.115, -1.452, 0.393], [0.401, -2.010, 1.122], [1.274, 0.650, -0.741], [2.697, -0.405, -0.962], [2.804, 0.990, -1.958], [1.016, 1.405, 1.859], [0.435, 0.101, 2.909], [1.784, -0.183, 1.813], [0.907, 0.254, -3.346], [0.518, -1.030, -2.188], [1.983, -1.142, -3.180], [-1.774, 1.400, 1.725], [-2.278, -0.948, -0.906], [-2.422, 0.049, 0.032], [-1.424, 0.314, 0.815], [-1.464, -1.547, -0.805], [-3.138, -1.481, -0.970], [-2.809, 1.671, 1.529], [-1.689, 1.066, 2.759], [-1.125, 2.262, 1.562]], "forces_ev_per_angstrom": [[-2.0, 0.2, 0.3], [-1.6, 0.0, 1.8], [-0.3, 0.0, -0.3], [0.1, -0.1, -0.1], [0.0, 0.2, -0.4], [-0.1, 0.0, 0.3], [2.1, 0.0, -2.0], [0.1, -0.3, 0.1], [-0.3, 0.6, 0.2], [0.1, 0.0, 0.1], [0.0, 0.0, 0.2], [0.0, 0.1, -0.1], [-0.1, -0.1, 0.0], [0.0, 0.0, -0.2], [-0.1, 0.0, -0.1], [0.0, 0.4, 0.1], [0.6, 0.0, 0.0], [-0.6, -0.4, 0.3], [1.8, -0.7, -0.3], [-0.1, 0.1, 0.2], [0.1, 0.3, 0.0], [0.2, 0.0, -0.1], [0.1, 0.0, -0.1], [0.0, -0.1, 0.0]]}

***

[4]
{"formula": "C28H84O14S14", "method": "ωB97M-V with the def2-TZVPD basis set", "lumo_energy_ev": 0.38, "orbital_gap_ev": 8.11, "charge": 0, "species": ["C", "S", "O", "C", "H", "H", "H", "H", "H", "H", "C", "S", "O", "C", "H", "H", "H", "H", "H", "H", "C", "S", "O", "C", "H", "H", "H", "H", "H", "H", "C", "S", "O", "C", "H", "H", "H", "H", "H", "H", "C", "S", "O", "C", "H", "H", "H", "H", "H", "H", "C", "S", "O", "C", "H", "H", "H", "H", "H", "H", "C", "S", "O", "C", "H", "H", "H", "H", "H", "H", "C", "S", "O", "C", "H", "H", "H", "H", "H", "H", "C", "S", "O", "C", "H", "H", "H", "H", "H", "H", "C", "S", "O", "C", "H", "H", "H", "H", "H", "H", "C", "S", "O", "C", "H", "H", "H", "H", "H", "H", "C", "S", "O", "C", "H", "H", "H", "H", "H", "H", "C", "S", "O", "C", "H", "H", "H", "H", "H", "H", "C", "S", "O", "C", "H", "H", "H", "H", "H", "H"], "positions_angstrom": [[-10.791, -20.258, -8.890], [-11.628, -20.851, -10.328], [-11.281, -19.863, -11.353], [-10.599, -22.300, -10.700], [-9.752, -20.189, -9.196], [-10.899, -21.031, -8.038], [-11.237, -19.326, -8.581], [-11.247, -22.869, -11.386], [-10.431, -22.905, -9.818], [-9.609, -21.962, -11.100], [-21.180, -8.686, -7.549], [-20.318, -9.103, -6.004], [-19.314, -10.150, -6.292], [-19.502, -7.583, -5.664], [-21.598, -9.733, -7.750], [-20.469, -8.260, -8.254], [-22.016, -8.016, -7.362], [-18.866, -7.564, -4.812], [-20.373, -6.905, -5.393], [-18.904, -7.115, -6.457], [-13.174, -15.738, -17.571], [-12.720, -17.529, -17.349], [-13.975, -18.337, -17.300], [-12.095, -17.814, -19.016], [-14.245, -15.591, -17.777], [-12.548, -15.418, -18.368], [-12.838, -15.411, -16.555], [-11.647, -18.838, -19.069], [-11.371, -17.045, -19.232], [-12.947, -17.779, -19.659], [-17.020, -17.110, -9.696], [-15.200, -17.037, -9.486], [-14.683, -15.938, -8.630], [-15.091, -18.544, -8.501], [-17.292, -16.299, -10.339], [-17.581, -17.068, -8.714], [-17.258, -18.040, -10.164], [-14.024, -18.714, -8.283], [-15.572, -19.337, -9.108], [-15.731, -18.409, -7.660], [-17.631, -14.105, -20.139], [-15.921, -13.668, -20.307], [-15.333, -14.314, -19.114], [-15.537, -14.674, -21.754], [-17.563, -15.182, -20.176], [-18.178, -13.793, -21.040], [-18.029, -13.786, -19.213], [-15.841, -14.240, -22.696], [-16.082, -15.652, -21.614], [-14.495, -14.862, -21.702], [-16.872, -10.288, -9.150], [-15.734, -11.752, -8.927], [-14.472, -11.227, -8.295], [-16.636, -12.702, -7.788], [-16.194, -9.538, -9.636], [-17.236, -9.940, -8.174], [-17.650, -10.576, -9.840], [-16.234, -13.784, -7.850], [-17.654, -12.725, -8.045], [-16.405, -12.239, -6.848], [-17.676, -16.935, -16.304], [-18.860, -18.297, -16.203], [-18.523, -19.061, -14.993], [-20.470, -17.389, -16.083], [-17.851, -16.207, -17.105], [-16.647, -17.280, -16.596], [-17.707, -16.402, -15.332], [-21.302, -18.129, -15.798], [-20.526, -16.909, -17.019], [-20.394, -16.606, -15.380], [-10.751, -17.682, -13.524], [-11.051, -15.951, -13.880], [-12.478, -15.778, -14.318], [-11.182, -15.461, -12.213], [-10.679, -18.181, -14.481], [-11.666, -17.902, -13.027], [-9.867, -17.616, -12.903], [-11.486, -14.398, -12.128], [-10.413, -15.819, -11.464], [-12.041, -15.997, -11.896], [-12.023, -14.791, -7.223], [-12.388, -16.427, -6.638], [-11.998, -17.482, -7.611], [-11.157, -16.469, -5.396], [-11.003, -14.623, -7.587], [-12.278, -14.062, -6.405], [-12.749, -14.554, -8.087], [-11.241, -17.487, -4.934], [-11.446, -15.837, -4.509], [-10.137, -16.372, -5.739], [-20.753, -13.575, -12.281], [-20.015, -13.827, -10.593], [-19.028, -12.717, -10.382], [-21.529, -13.398, -9.736], [-21.590, -14.292, -12.432], [-19.990, -13.849, -13.055], [-20.913, -12.493, -12.464], [-21.242, -13.255, -8.697], [-22.321, -14.243, -9.808], [-22.004, -12.492, -10.104], [-17.732, -21.984, -9.151], [-19.013, -21.340, -10.293], [-18.901, -19.875, -10.065], [-18.096, -21.668, -11.745], [-16.839, -21.494, -9.502], [-17.786, -23.066, -9.272], [-18.122, -21.629, -8.201], [-17.710, -22.659, -11.759], [-17.184, -21.036, -11.711], [-18.542, -21.511, -12.767], [-16.575, -12.539, -12.536], [-16.380, -14.323, -12.987], [-17.760, -14.786, -13.481], [-15.175, -14.178, -14.294], [-17.058, -12.026, -13.399], [-15.473, -12.195, -12.454], [-17.298, -12.519, -11.703], [-15.062, -15.157, -14.747], [-14.206, -13.899, -13.846], [-15.454, -13.412, -15.067], [-21.774, -17.300, -10.701], [-21.670, -17.665, -12.413], [-22.281, -16.479, -13.108], [-19.806, -17.582, -12.516], [-21.599, -18.171, -10.057], [-22.809, -16.949, -10.744], [-21.159, -16.435, -10.392], [-19.339, -16.495, -12.534], [-19.437, -18.039, -13.455], [-19.490, -18.181, -11.589], [-14.620, -19.887, -14.234], [-14.654, -18.857, -12.743], [-14.855, -19.774, -11.592], [-16.149, -17.888, -13.144], [-13.709, -20.395, -13.970], [-14.503, -19.165, -15.089], [-15.426, -20.592, -14.271], [-15.987, -17.442, -14.117], [-16.267, -17.144, -12.393], [-16.948, -18.563, -13.148]], "forces_ev_per_angstrom": [[0.2, -2.0, 1.5], [-0.5, -0.8, 0.6], [0.2, 0.9, -1.3], [0.1, 0.3, -0.2], [0.2, 0.4, 0.3], [0.2, 1.2, -1.3], [0.0, 0.4, 0.0], [0.8, 0.1, -0.1], [-0.1, -0.1, 0.3], [-1.0, -0.3, 0.0], [-0.2, -1.5, 0.6], [-0.4, -0.4, 0.8], [0.3, -0.1, -0.5], [-1.2, 2.3, -0.4], [0.7, 1.6, -0.5], [-0.2, -0.4, -0.3], [0.1, 0.1, 0.1], [0.3, -0.8, 0.9], [1.0, -0.5, -0.4], [-0.4, -0.4, -0.3], [0.2, -1.5, 1.9], [-0.5, 0.3, -0.5], [-0.3, -0.1, 0.3], [0.6, -1.1, 0.6], [0.6, -0.3, 0.1], [0.4, 0.8, -0.5], [-0.5, 0.5, -1.0], [-0.3, 0.9, 0.1], [0.4, 0.1, -0.3], [-0.6, 0.2, -0.6], [0.2, 0.6, 2.1], [0.2, -1.2, -0.8], [-0.7, 0.6, 0.4], [-0.1, -0.3, -1.2], [-0.3, 0.6, -0.3], [0.7, 0.1, -1.0], [0.0, -0.8, -0.4], [-0.6, 0.0, 0.0], [0.7, 0.3, 0.1], [-0.1, 0.2, 1.1], [0.2, -0.7, -2.1], [0.0, 1.2, 0.0], [0.6, -0.4, 0.2], [-1.7, -1.5, 0.7], [-0.4, -0.5, 0.3], [-0.1, 0.2, 0.5], [-0.3, 0.6, 0.8], [0.0, 0.4, -0.1], [0.7, 0.8, -0.2], [1.0, 0.0, -0.1], [1.6, -0.1, 0.3], [0.7, 1.4, -2.1], [-0.7, -0.3, 0.3], [1.7, -2.1, 0.6], [-0.7, -0.6, 0.5], [0.0, -0.1, -0.3], [-0.4, -0.1, 0.0], [-0.4, 1.7, 0.2], [-1.4, 0.2, -0.3], [-0.3, 0.0, 0.9], [0.6, 0.9, 0.2], [-0.2, -0.1, -2.4], [0.0, -0.3, 1.2], [0.5, -1.9, 1.3], [-0.7, -0.2, 0.1], [-0.9, -0.4, 0.8], [0.3, -0.2, -0.5], [1.3, 1.2, -0.8], [-0.6, 0.1, -1.4], [-0.1, 0.8, 1.2], [-0.3, 1.5, -0.7], [0.3, 0.6, -1.0], [0.1, -0.2, -0.4], [0.5, 0.4, 2.2], [0.3, -0.3, 0.1], [-0.4, -1.0, 0.8], [0.2, -0.8, 0.1], [0.7, -0.5, -0.1], [-0.3, 0.9, -1.2], [-1.2, -0.6, 0.3], [-1.3, 1.7, -1.4], [-0.9, 0.1, 0.1], [0.3, 0.1, -0.4], [-0.3, -1.2, 2.7], [-0.1, -0.3, 0.3], [0.3, -0.8, -0.7], [1.0, -0.5, 1.3], [0.1, 0.6, -0.6], [0.5, 0.0, -1.2], [0.2, 0.4, -0.2], [1.2, -0.5, -0.7], [-0.4, 0.4, -1.6], [-0.4, -0.2, 0.1], [-1.4, -1.1, 0.4], [0.2, 0.8, 0.2], [-0.3, -0.1, 0.9], [-0.5, -0.6, 0.6], [-0.1, -0.1, 0.2], [1.5, 1.2, 0.1], [0.3, 0.1, -0.2], [-1.7, 0.0, -1.0], [0.1, 0.0, 0.7], [-0.4, 0.7, -0.1], [1.3, 0.8, -2.3], [0.5, -0.1, 0.3], [0.5, 0.0, 0.4], [0.4, -0.2, 0.2], [0.1, -1.1, 0.2], [-0.4, 0.0, 0.1], [-0.3, 0.2, 1.4], [1.1, -0.5, -1.4], [-1.6, 0.3, 0.9], [1.5, 0.5, -0.1], [-0.1, 1.1, -0.9], [0.4, -0.4, 0.4], [-2.1, -0.2, 0.6], [0.9, 0.2, 0.1], [0.0, -0.1, -0.1], [-0.5, -0.2, 0.0], [0.1, -0.7, 0.7], [-0.5, 0.9, 0.7], [2.0, 0.2, -1.2], [0.2, -0.2, 0.1], [0.6, 0.9, 0.5], [-0.2, 0.2, -0.3], [-0.2, -0.2, 0.9], [0.0, -0.5, -0.3], [-1.3, -1.9, 0.4], [-0.4, -0.1, 0.8], [-0.1, 0.8, -1.4], [0.6, 1.7, 0.5], [0.4, 1.0, -0.9], [-0.8, -0.3, 0.5], [1.6, -0.5, 0.3], [0.6, -0.5, -0.7], [-0.1, -1.1, 0.5], [-0.6, -0.1, -0.2], [0.0, 0.0, -0.1], [-0.1, 0.6, 0.6], [-1.5, -0.8, -0.2]]}